(1)
Density functional theory data (ωB97M-V with the def2-TZVPD basis set) for a cluster of 15 separate species, C67H91N11O16P4 in total.

Its net charge is 0. As for the multiplicity: 1.

Cartesian coordinates (Å):
1 N 16.35374 16.72405 6.70206
2 C 16.25304 15.86106 7.72061
3 C 15.08115 15.20007 8.02842
4 C 13.91990 15.42351 7.29070
5 C 14.07112 16.28268 6.21686
6 C 15.31394 16.82703 5.92194
7 H 17.12033 15.83406 8.33262
8 H 15.19156 14.41922 8.79356
9 H 13.01469 14.93949 7.69756
10 H 13.25779 16.59074 5.49626
11 H 15.38491 17.54163 5.07256
12 N 23.55416 13.12841 16.25042
13 C 24.17243 14.26629 16.49760
14 C 23.81652 15.43476 15.86133
15 C 22.70641 15.47145 15.01387
16 C 22.02866 14.30873 14.84183
17 C 22.48954 13.15794 15.47299
18 H 25.04608 14.17714 17.14178
19 H 24.37651 16.35409 16.07622
20 H 22.43330 16.39842 14.54775
21 H 21.13682 14.23229 14.14271
22 H 22.00825 12.23144 15.16121
23 N 13.18897 21.18844 19.11779
24 C 13.79478 22.21060 18.53279
25 C 15.07998 22.60689 18.85643
26 C 15.84616 21.97455 19.78732
27 C 15.18852 20.86304 20.42638
28 C 13.95021 20.52253 20.00833
29 H 13.21784 22.66001 17.70730
30 H 15.43052 23.50654 18.34155
31 H 16.87001 22.34927 19.84514
32 H 15.71891 20.25315 21.15694
33 H 13.38900 19.77506 20.43696
34 N 20.88722 14.10835 18.30622
35 C 19.67772 14.48954 17.95642
36 C 18.62972 14.56832 18.85815
37 C 18.89444 14.34183 20.21592
38 C 20.19785 13.99994 20.57210
39 C 21.10274 13.93951 19.58230
40 H 19.45889 14.60759 16.82598
41 H 17.60149 14.82217 18.60690
42 H 18.18658 14.53743 21.00228
43 H 20.50101 13.67902 21.51578
44 H 22.15411 13.80188 19.74238
45 N 16.51360 14.68059 11.97499
46 C 16.63968 15.94644 11.49108
47 C 17.87524 16.40637 11.03916
48 C 18.98812 15.56101 10.99563
49 C 18.76000 14.19891 11.22239
50 C 17.56660 13.83863 11.80628
51 H 15.81182 16.67099 11.49836
52 H 17.99182 17.41896 10.71567
53 H 19.90574 15.93673 10.56949
54 H 19.54736 13.51244 11.08887
55 H 17.45737 12.76938 12.14675
56 N 14.15635 11.12172 14.39039
57 C 12.89669 11.42731 14.19184
58 C 11.91262 11.59300 15.22683
59 C 12.35936 11.34572 16.48360
60 C 13.64869 10.97214 16.70053
61 C 14.49992 10.84395 15.67937
62 H 12.63555 11.76146 13.21198
63 H 10.89711 11.87428 14.92109
64 H 11.68438 11.49694 17.26026
65 H 13.86760 10.71382 17.67522
66 H 15.54280 10.51525 15.82722
67 N 18.70876 20.70077 17.18522
68 C 18.13688 19.66410 17.71801
69 C 18.63061 18.38889 17.50600
70 C 19.88933 18.23227 16.94189
71 C 20.56752 19.34162 16.43042
72 C 19.84708 20.56680 16.53652
73 H 17.18793 19.76572 18.20235
74 H 18.04597 17.49858 17.74472
75 H 20.41816 17.25074 16.85517
76 H 21.55203 19.18840 16.07319
77 H 20.28102 21.50532 16.13745
78 N 11.06013 14.43706 18.47992
79 C 11.44426 14.85216 17.29639
80 C 11.57210 16.21660 16.98514
81 C 11.12723 17.17043 17.88380
82 C 10.56863 16.73491 19.10778
83 C 10.60897 15.34532 19.36028
84 H 11.66977 14.06004 16.56206
85 H 11.86458 16.53596 15.98178
86 H 11.19587 18.25633 17.68892
87 H 10.00675 17.40926 19.87882
88 H 10.29161 14.96187 20.30304
89 N 16.21465 17.77168 21.62156
90 C 16.37392 16.92978 20.56845
91 C 15.38465 16.03612 20.20330
92 C 14.16967 15.93529 20.87442
93 C 14.09462 16.75461 21.99158
94 C 15.07289 17.67485 22.29676
95 H 17.37156 16.95677 20.06381
96 H 15.49645 15.45248 19.26865
97 H 13.30389 15.36475 20.56166
98 H 13.19794 16.86498 22.60996
99 H 14.87138 18.18803 23.20988
100 N 18.02878 20.23477 10.83866
101 C 16.76089 20.11678 11.24137
102 C 15.74535 19.74848 10.36026
103 C 16.01154 19.58258 9.01330
104 C 17.31128 19.85505 8.60366
105 C 18.29888 20.13195 9.51799
106 H 16.61368 20.21530 12.30554
107 H 14.76580 19.58340 10.70979
108 H 15.18747 19.14825 8.47262
109 H 17.61146 19.64401 7.59832
110 H 19.35112 20.12034 9.13762
111 N 11.18972 18.18184 12.44197
112 C 10.58403 18.84258 11.46925
113 C 11.00503 18.72131 10.16224
114 C 12.15516 18.04736 9.92426
115 C 12.79498 17.44134 10.95361
116 C 12.28689 17.50142 12.16072
117 H 9.85576 19.54709 11.78583
118 H 10.54664 19.27947 9.34189
119 H 12.68002 18.00438 8.95015
120 H 13.69886 16.90170 10.85054
121 H 12.83765 16.95403 12.93060
122 C 12.91220 21.73297 12.54380
123 O 14.21122 21.82920 13.09071
124 P 14.56392 22.82493 14.26446
125 O 13.85450 22.51387 15.53143
126 O 14.50620 24.27113 13.74753
127 C 13.45489 25.07766 14.31895
128 O 16.07244 22.67238 14.35380
129 C 16.64672 21.62220 15.08119
130 H 12.44889 20.81023 12.87084
131 H 12.98557 21.72216 11.48045
132 H 12.35019 22.67674 12.82690
133 H 12.54216 24.94633 13.75307
134 H 13.71491 26.07555 13.99270
135 H 13.34217 24.96932 15.37630
136 H 16.58881 20.69553 14.52565
137 H 16.27162 21.52544 16.07690
138 H 17.67517 21.84002 15.16623
139 C 17.40167 13.08667 15.01362
140 O 18.66790 12.48058 14.59780
141 P 19.01536 10.95830 14.82819
142 O 20.34838 10.66209 14.40431
143 O 17.79632 10.15486 14.09448
144 C 17.90225 8.76853 14.26656
145 O 18.64073 10.60751 16.31889
146 C 19.42793 10.97945 17.45679
147 H 17.26527 12.94871 16.05164
148 H 16.62745 12.60926 14.48096
149 H 17.49632 14.15012 14.85198
150 H 17.46875 8.48052 15.24096
151 H 18.96407 8.46430 14.13782
152 H 17.21209 8.34004 13.53184
153 H 19.01807 11.88420 17.88653
154 H 20.51721 11.05277 17.22880
155 H 19.27739 10.15856 18.17063
156 C 10.02705 22.73494 17.23821
157 O 8.92695 22.43929 16.34762
158 P 9.05213 21.54250 15.05153
159 O 10.18057 21.84439 14.11515
160 O 9.10861 20.06867 15.58640
161 C 9.20346 18.89189 14.83926
162 O 7.57581 21.71912 14.49759
163 C 7.17595 22.97321 13.97883
164 H 9.76906 23.69612 17.71056
165 H 10.92716 22.93199 16.71270
166 H 10.22879 21.95134 17.95706
167 H 8.28504 18.60770 14.29782
168 H 9.31680 18.10119 15.55421
169 H 10.10702 18.94734 14.21524
170 H 6.54649 22.75468 13.06252
171 H 8.01957 23.60432 13.72004
172 H 6.45474 23.41947 14.70333
173 C 14.00539 19.09931 16.18206
174 O 15.08177 18.66807 15.31539
175 P 15.64725 17.18103 15.32027
176 O 15.95782 16.39430 16.50591
177 O 14.59544 16.46350 14.38518
178 C 14.29697 15.04545 14.44108
179 O 16.95499 17.43683 14.39852
180 C 18.23265 16.77934 14.53148
181 H 13.20030 19.28144 15.51629
182 H 14.31446 19.96463 16.80468
183 H 13.62593 18.30273 16.86751
184 H 13.39861 14.88950 13.82974
185 H 14.08333 14.75978 15.49643
186 H 15.20198 14.42547 14.16072
187 H 19.01230 17.42648 14.15584
188 H 18.23794 15.75004 14.08058
189 H 18.38754 16.54229 15.58866

(2)
Density functional theory data (ωB97M-V with the def2-TZVPD basis set) for an isolated molecule of C7H8.

For the energy above the lowest of the compared OMol25 structures with the same formula, charge and spin, the calculation gives 24.1 kJ/mol. The SMILES is Cc1ccccc1. Its net charge is 0. As for the multiplicity: 1.

Cartesian coordinates (Å):
1 C 2.38748 0.31429 0.00393
2 C 0.89738 0.10133 -0.02347
3 C 0.11388 0.74516 -0.97192
4 C -1.26943 0.61401 -0.90003
5 C -1.85319 -0.16389 0.07156
6 C -1.06213 -0.92908 0.93057
7 C 0.30335 -0.75750 0.91398
8 H 2.67546 1.33044 0.29462
9 H 2.80323 -0.31001 0.75194
10 H 2.84355 0.23320 -0.97276
11 H 0.57134 1.34387 -1.74766
12 H -1.82798 1.09477 -1.69567
13 H -2.90684 -0.38745 0.18685
14 H -1.52322 -1.70146 1.52554
15 H 1.06919 -1.31063 1.44628

(3)
Density functional theory data (ωB97M-V with the def2-TZVPD basis set) for a cluster of 2 separate species, C4H10NO3 in total.

For the energy above the lowest of the compared OMol25 structures with the same formula, charge and spin, the calculation gives 100.0 kJ/mol. Its net charge is -1. As for the multiplicity: 1.

Cartesian coordinates (Å):
1 O 2.08060 -1.44757 -1.48252
2 C 1.22423 -1.13671 -0.64593
3 O 0.37404 -1.98583 -0.17892
4 C 1.13844 0.39616 -0.30299
5 C -0.27760 0.87493 -0.14968
6 C -0.47262 2.34763 0.22262
7 N -1.92870 2.54931 0.49205
8 H 1.62024 0.89649 -1.12872
9 H 1.68269 0.43222 0.66489
10 H -0.77118 0.28378 0.61297
11 H -0.73343 0.47647 -1.07586
12 H 0.00388 2.66400 1.15068
13 H -0.21730 3.06258 -0.57771
14 H -2.22193 1.81135 1.12527
15 H -2.41517 2.34138 -0.37372
16 H -0.47863 -1.73058 0.83262
17 H -1.63639 -2.70127 1.63367
18 O -1.20476 -1.84659 1.67144

(4)
Density functional theory data (ωB97M-V with the def2-TZVPD basis set) for a structure of composition C45H31BFInNO12Rb.

Its net charge is +2. As for the multiplicity: 1.

Cartesian coordinates (Å):
1 Rb -13.64000 9.53019 6.46662
2 In -21.20142 6.01632 9.14224
3 N -18.06233 12.45865 7.57146
4 O -18.92183 13.12479 7.02651
5 O -16.98323 12.97711 7.93727
6 O -18.27777 11.30050 7.85556
7 B -16.61376 5.56967 8.18368
8 H -16.90602 4.73439 8.80104
9 H -17.23026 5.63653 7.30068
10 H -16.80498 6.41150 8.83098
11 H -15.55880 5.51901 7.96288
12 C -15.30341 -1.71925 6.07646
13 C -16.50332 -2.70597 5.86569
14 O -17.55939 -1.93333 6.00211
15 C -17.33755 -0.85092 6.67685
16 O -18.24248 -0.09107 7.03550
17 O -15.99135 -0.59707 6.57191
18 F -16.27707 -3.50373 6.91075
19 H -14.77257 -1.53733 5.14200
20 H -14.46529 -2.15627 6.61929
21 H -16.67346 -3.26969 4.94842
22 C -19.80763 3.20056 17.72447
23 C -19.40378 3.69332 18.91530
24 C -18.18957 4.36923 19.07454
25 C -17.42793 4.70953 17.98143
26 C -17.89100 4.41489 16.71727
27 C -19.14964 3.73896 16.62658
28 C -17.11667 4.74479 15.52288
29 O -17.65748 4.60539 14.38875
30 C -15.75083 5.44513 15.68675
31 C -14.89905 5.65001 14.61311
32 C -13.57131 6.08727 14.69040
33 C -13.16579 6.48689 15.93385
34 C -13.97886 6.35661 17.03705
35 C -15.27445 5.71650 16.97113
36 C -16.16381 5.45712 18.18721
37 O -15.81958 5.83718 19.26430
38 H -20.69405 2.58747 17.65518
39 H -19.90093 3.57681 19.86697
40 H -17.82274 4.60325 20.06300
41 H -19.58215 3.54133 15.65690
42 H -15.09528 5.37831 13.58643
43 H -13.01152 6.23796 13.77918
44 H -12.13480 6.78817 16.04653
45 H -13.68249 6.78688 17.98227
46 C -16.31479 12.24057 14.90875
47 C -16.11090 13.12231 15.92005
48 C -17.10461 13.26564 16.91996
49 C -18.18921 12.34436 16.98121
50 C -18.32627 11.41430 15.96582
51 C -17.41566 11.39077 14.90763
52 C -19.65045 10.65230 15.79208
53 O -19.79143 9.99211 14.78695
54 C -20.56524 10.67944 16.94965
55 C -21.73210 9.91624 16.89971
56 C -22.55381 9.87490 18.00495
57 C -22.23552 10.62373 19.14871
58 C -21.13687 11.39310 19.23358
59 C -20.29668 11.49321 18.08702
60 C -19.18518 12.46404 18.10881
61 O -19.03135 13.32924 19.06779
62 H -15.62152 11.91887 14.14567
63 H -15.18998 13.67929 16.00982
64 H -17.08750 13.83862 17.83527
65 H -17.51048 10.68215 14.09815
66 H -22.03333 9.24803 16.10652
67 H -23.41757 9.22760 18.04140
68 H -22.94214 10.53425 19.96054
69 H -20.94684 11.91070 20.16222
70 C -7.83308 2.95643 7.60897
71 C -8.61984 3.04169 6.48509
72 C -8.03985 3.25571 5.23927
73 C -6.64977 3.42350 5.10115
74 C -5.83229 3.30255 6.26251
75 C -6.49839 3.29140 7.47179
76 C -4.31531 3.30082 6.15945
77 O -3.68737 3.01182 7.18291
78 C -3.77751 3.60252 4.74719
79 C -2.38446 3.43886 4.62369
80 C -1.74824 3.32768 3.39577
81 C -2.55165 3.27788 2.27258
82 C -3.94740 3.41511 2.36919
83 C -4.59170 3.59547 3.62837
84 C -6.10723 3.68311 3.75898
85 O -6.78666 3.64612 2.73368
86 H -8.23744 2.97928 8.61015
87 H -9.67495 3.02033 6.71460
88 H -8.66771 3.07696 4.37889
89 H -5.95957 3.23622 8.40615
90 H -1.80604 3.58232 5.52438
91 H -0.67464 3.26772 3.29485
92 H -2.05006 3.19962 1.31933
93 H -4.48997 3.34724 1.43784

no.,gap between HOMO and LUMO (eV)
1,9.619
2,10.086
3,8.612
4,0.923